[1]
# C3H2O3Sn

A molecular structure, C3H2O3Sn (ωB97M-V/def2-TZVPD, OMol25).

CARTESIAN COORDINATES (ANGSTROEM)
C: 0.39 -2.03 -0.20
C: -0.86 -1.71 -0.54
O: -1.68 -0.86 -0.66
C: 0.14 1.45 0.28
O: 0.88 0.55 0.38
O: -0.24 2.56 0.32
Sn: -0.32 4.58 0.60
H: 1.13 -2.12 -0.99
H: 0.56 -2.42 0.80

Values from the calculation:
Net charge: +1
2S+1: 2
HOMO level (spin up / spin down) (Ha): -0.4418 / -0.4485
Frontier orbital gap (spin up / spin down) (hartree): 0.2113 / 0.2238

The computed natural (NBO) charges, all in e, follow: C -0.681; C 0.677; O -0.505; C 1.113; O -0.353; O -0.737; Sn 0.951; H 0.267; H 0.267


[2]
# C3H2O3Sr

A molecular structure, C3H2O3Sr (ωB97M-V/def2-TZVPD, OMol25).

CARTESIAN COORDINATES (ANGSTROEM)
C: -2.54 -0.22 0.00
C: -2.15 1.04 0.00
O: -1.48 2.00 -0.04
C: 1.94 -0.42 0.02
O: 0.92 -0.97 0.02
O: 3.06 -0.10 0.01
Sr: 5.68 0.11 -0.01
H: -2.71 -0.72 -0.96
H: -2.72 -0.71 0.95

Values from the calculation:
Net charge: +1
2S+1: 2
HOMO level (spin up / spin down) (Ha): -0.3663 / -0.4201
Frontier orbital gap (spin up / spin down) (hartree): 0.2340 / 0.2589

The computed natural (NBO) charges, all in e, follow: C -0.774; C 0.711; O -0.472; C 1.078; O -0.396; O -0.692; Sr 1.009; H 0.269; H 0.267


[3]
# C3H2O3Tl

A molecular structure, C3H2O3Tl (ωB97M-V/def2-TZVPD, OMol25).

CARTESIAN COORDINATES (ANGSTROEM)
O: 0.86 -0.95 -0.62
C: 1.12 0.17 -1.44
C: 0.49 1.23 -1.09
O: -0.33 0.53 0.44
C: -0.01 -0.68 0.32
O: -0.71 -1.64 0.81
Tl: -1.47 1.56 2.21
H: 0.42 2.30 -1.20
H: -0.37 -2.52 0.57

Values from the calculation:
Net charge: +2
2S+1: 2
HOMO level (spin up / spin down) (Ha): -0.7642 / -0.7642
Frontier orbital gap (spin up / spin down) (hartree): 0.3871 / 0.2916

The computed natural (NBO) charges, all in e, follow: O -0.428; C 0.574; C 0.047; O -0.589; C 1.057; O -0.546; Tl 1.003; H 0.311; H 0.570


[4]
# C3H2O3Yb

A molecular structure, C3H2O3Yb (ωB97M-V/def2-TZVPD, OMol25).

CARTESIAN COORDINATES (ANGSTROEM)
C: 0.56 -2.05 -0.63
C: 1.24 -1.02 -1.01
O: 1.23 0.19 -0.90
C: -0.69 0.97 0.58
O: -1.20 -0.06 0.86
O: -0.64 2.14 0.79
H: 0.73 -3.08 -0.94
Yb: -0.81 4.45 1.14
H: -0.41 -1.55 0.10

Values from the calculation:
Net charge: +2
2S+1: 1
HOMO level (Ha): -0.5467
Frontier orbital gap (hartree): 0.1443

The computed natural (NBO) charges, all in e, follow: C -0.674; C 0.680; O -0.568; C 1.131; O -0.353; O -0.789; H 0.287; Yb 1.978; H 0.308


[5]
# C3H2O4

A single C3H2O4 molecule (ωB97M-V/def2-TZVPD, OMol25).

CARTESIAN COORDINATES (ANGSTROEM)
C: -0.61 0.81 -0.53
C: -1.30 -0.39 -0.37
C: 1.28 -0.09 0.45
O: 0.73 0.77 -0.25
O: -0.78 -1.38 0.15
O: 2.52 -0.27 0.90
O: 1.35 -0.64 1.66
H: -0.87 1.61 -1.21
H: -2.31 -0.42 -0.80

Values from the calculation:
2S+1: 1
HOMO level (spin up / spin down) (Ha): -0.3102 / -0.3102
Frontier orbital gap (spin up / spin down) (hartree): 0.2911 / 0.2910

The computed natural (NBO) charges, all in e, follow: C -0.188; C 0.248; C 0.934; O -0.341; O -0.636; O -0.205; O -0.164; H 0.206; H 0.147


[6]
# C3H2O4S

A single C3H2O4S molecule (ωB97M-V/def2-TZVPD, OMol25).

CARTESIAN COORDINATES (ANGSTROEM)
O: -1.52 1.54 0.61
C: -1.40 0.43 0.15
O: -2.44 -0.34 -0.23
C: -0.04 -0.22 -0.09
O: -0.01 -1.45 -0.11
C: 1.23 0.72 -0.19
O: 1.04 1.87 -0.58
S: 2.83 -0.01 0.20
H: -2.07 -1.32 -0.22
H: 2.38 -1.22 0.46

Values from the calculation:
2S+1: 1
HOMO level (Ha): -0.3823
Frontier orbital gap (hartree): 0.3214
SMILES: O=C(O)C(=O)C(=O)S

The computed natural (NBO) charges, all in e, follow: O -0.488; C 0.680; O -0.651; C 0.397; O -0.498; C 0.324; O -0.466; S 0.042; H 0.511; H 0.149


What is the formula in the fifth record?
C3H2O4


Which value of 2S+1 does entry 1 give?
2


Look up the 2S+1 of the fifth one.
1